The following is a DFT calculation (the ωB97M-V functional and the def2-TZVPD basis) of 2 unconnected molecules or ions with the total composition C16H17NO at a distorted geometry.

Values from the calculation:
LUMO (spin up / spin down) (eV): -4.13 / -7.11
Spin multiplicity: 2
Relative energy (zero: lowest compared OMol25 entry of this formula, charge and spin) (eV): 2.4737
Highest occupied orbital energy (spin up / spin down) (eV): -10.4629 / -10.4625
Maximum force (Eh/bohr): 0.0947
<S²>: 0.779
Net charge: +1
HOMO-LUMO gap (spin up / spin down) (eV): 6.3367 / 3.3510

Element x y z (Å)
C  -1.979  0.133  -1.529
C  -1.235  -0.580  0.836
C  -1.960  -0.781  -0.376
C  -2.040  -2.724  0.850
C  -2.549  -2.041  -0.333
C  -2.360  -4.091  1.035
C  -3.386  -2.741  -1.273
C  -3.241  -4.720  0.207
C  -3.709  -4.031  -0.935
N  -1.532  -1.767  1.683
H  -0.813  0.321  1.390
H  -0.964  -2.046  2.475
H  -2.841  -0.222  -2.151
H  -1.056  0.000  -2.150
H  -2.031  -4.572  1.921
H  -3.783  -2.237  -2.102
H  -3.507  -5.664  0.376
H  -4.194  -4.704  -1.737
H  -1.951  1.126  -1.208
C  0.363  2.442  0.356
C  4.638  2.789  0.077
C  3.978  1.605  -0.208
C  3.874  3.916  0.562
C  2.585  1.447  0.191
C  2.497  3.773  0.533
C  1.840  2.558  0.456
O  5.958  2.836  -0.030
H  4.493  0.787  -0.679
H  6.344  2.004  -0.474
H  4.443  4.759  0.794
H  2.128  0.419  0.166
H  2.065  4.785  0.572
H  0.070  1.391  -0.055
H  -0.041  3.027  -0.578
H  -0.104  2.802  1.336


The following is a DFT calculation (the ωB97M-V functional and the def2-TZVPD basis) of a molecular structure, C16H17NO4 at a distorted geometry.

Values from the calculation:
LUMO (eV): 0.43
Relative energy (zero: lowest compared OMol25 entry of this formula, charge and spin) (eV): 16.0617
Highest occupied orbital energy (eV): -7.1029
Maximum force (Eh/bohr): 0.3745
HOMO-LUMO gap (eV): 7.5345

Element x y z (Å)
C  -2.277  -3.513  -0.296
H  -1.833  -3.673  -1.409
H  -2.234  -4.372  0.120
H  -3.244  -3.048  -0.407
O  -1.374  -2.875  0.176
C  -0.622  -2.025  -0.331
O  -0.574  -2.062  -1.412
C  0.258  -1.053  0.429
N  0.227  0.326  0.039
C  -0.805  0.984  -0.158
C  -0.507  2.452  -0.608
C  0.852  2.358  -0.757
C  1.413  0.864  -0.292
C  2.785  0.693  0.062
C  3.167  -0.012  1.087
C  4.423  -0.414  1.512
C  5.457  -0.329  0.434
C  4.989  0.395  -0.714
C  3.816  0.939  -1.037
H  3.370  1.350  -1.775
H  5.702  0.622  -1.670
H  6.330  -0.375  0.674
H  4.793  -0.731  2.370
H  2.409  -0.081  2.197
H  1.581  3.247  -1.200
H  -1.002  3.084  -0.933
C  -2.200  0.277  0.043
H  -2.217  0.058  0.948
H  -2.519  -0.274  -0.655
C  -3.268  1.487  0.136
C  -4.648  1.010  0.197
O  -4.925  -0.305  0.138
O  -5.587  1.863  0.410
H  -6.508  1.274  0.472
H  -3.352  2.014  -0.872
H  -3.099  2.451  0.905
H  -0.078  -1.178  1.400
H  1.304  -1.429  0.776